Entry 1:
Molecular formula: C50H51N10Sn
Method: DFT, ωB97M-V with the def2-TZVPD basis set

Structure (XYZ):
```
112
Properties=species:S:1:pos:R:3:forces:R:3:nbo_charge:R:1
Sn -0.2059 0.0619 -0.2720 -0.040 0.515 -0.122 1.509
C -1.3429 3.1698 2.7260 0.020 -0.177 0.057 -0.401
C -2.6242 2.3359 2.8419 0.130 -0.082 -0.133 -0.395
C -2.6506 1.0494 1.9931 0.097 0.072 0.004 -0.242
N -2.2633 1.2474 0.6048 0.250 -0.032 0.375 -0.610
C -3.0222 1.9045 -0.2081 -0.259 0.109 -0.219 0.232
C -4.3705 2.2801 0.1156 0.062 0.048 -0.123 -0.361
C -5.2520 3.1606 -0.4661 0.107 -0.022 -0.007 -0.138
C -5.1041 3.9724 -1.5898 0.095 -0.029 -0.055 -0.345
C -4.0285 3.9221 -2.4618 0.049 -0.164 0.093 -0.144
C -2.9140 3.0933 -2.4872 -0.037 0.038 0.105 -0.387
C -2.4299 2.1046 -1.5772 -0.230 0.078 -0.045 0.323
N -1.4186 1.3242 -1.8506 0.241 -0.057 -0.049 -0.701
C -0.8393 1.3403 -3.1872 0.044 0.071 0.085 -0.255
C 0.2512 2.4078 -3.3502 -0.076 -0.054 0.179 -0.407
C 1.5472 1.9630 -2.6760 -0.036 -0.104 0.118 -0.228
N 1.4097 1.8604 -1.2304 -0.240 0.092 -0.086 -0.593
C 1.8223 2.8455 -0.4943 0.134 0.136 0.022 0.330
C 2.2077 4.1366 -1.0232 0.018 -0.095 0.145 -0.391
C 3.0652 5.0953 -0.5274 0.002 -0.148 0.101 -0.146
C 3.8197 5.1095 0.6494 -0.057 -0.038 -0.098 -0.383
C 3.6860 4.1940 1.6871 -0.201 -0.075 -0.068 -0.133
C 2.7756 3.1667 1.8682 0.085 0.079 -0.159 -0.394
C 1.7807 2.6108 0.9963 0.247 0.104 -0.125 0.220
N 0.8665 1.7766 1.3670 -0.261 -0.003 0.174 -0.599
C 0.6293 1.4966 2.7672 -0.101 -0.001 -0.060 -0.229
C -0.1215 2.6347 3.4862 -0.069 -0.136 -0.196 -0.405
H -1.5572 4.1815 3.0785 -0.018 0.000 0.057 0.195
H -1.0793 3.2565 1.6704 -0.002 0.094 -0.019 0.231
H -3.4660 2.9644 2.5431 -0.022 -0.004 0.004 0.205
H -2.7936 2.0479 3.8873 -0.009 0.035 -0.030 0.189
H -3.6410 0.5864 2.0873 -0.017 -0.020 -0.036 0.189
H -1.9498 0.3254 2.4152 -0.007 -0.010 -0.004 0.194
H -4.7495 1.7872 1.0004 -0.006 0.007 0.052 0.207
H -6.2022 3.2526 0.0523 -0.023 -0.006 0.029 0.192
H -5.8971 4.6747 -1.8106 -0.032 0.011 -0.014 0.194
H -4.0734 4.6233 -3.2904 0.008 0.001 -0.028 0.193
H -2.2703 3.2615 -3.3397 -0.016 0.021 0.036 0.202
H -1.6130 1.4600 -3.9541 -0.052 0.018 0.054 0.185
H -0.3878 0.3564 -3.3447 -0.050 0.025 -0.025 0.230
H -0.0814 3.3463 -2.8951 -0.014 -0.003 -0.091 0.206
H 0.4297 2.5964 -4.4142 0.034 -0.056 -0.001 0.198
H 2.3722 2.6252 -2.9556 0.045 0.015 0.022 0.186
H 1.7935 0.9611 -3.0499 0.011 0.031 0.042 0.188
H 1.7655 4.3698 -1.9842 0.029 -0.003 0.004 0.200
H 3.1957 5.9611 -1.1728 0.006 -0.026 -0.021 0.191
H 4.5379 5.9103 0.7768 -0.017 0.012 -0.001 0.192
H 4.3632 4.3431 2.5231 0.010 0.007 0.061 0.188
H 2.8349 2.6758 2.8330 -0.006 0.017 0.000 0.195
H 1.5490 1.2742 3.3259 0.015 -0.012 -0.018 0.173
H 0.0329 0.5775 2.8092 0.044 0.027 0.002 0.187
H 0.5779 3.4587 3.6371 0.045 0.035 0.008 0.207
H -0.4225 2.2751 4.4778 0.013 0.056 0.016 0.186
C -6.0061 -1.4830 0.6313 0.064 -0.055 0.102 -0.206
C -5.5856 -2.1473 1.7849 0.027 0.046 -0.111 -0.229
C -4.2429 -2.4160 1.9844 0.132 -0.049 0.096 -0.208
C -3.3184 -2.0246 1.0183 0.002 0.130 -0.236 0.035
C -3.7352 -1.3880 -0.1402 0.104 0.072 -0.158 -0.107
C -5.0816 -1.1065 -0.3300 0.011 0.017 -0.003 -0.222
N -1.8991 -2.2043 1.1063 -0.662 0.348 -1.430 -0.090
N -1.5098 -2.6336 2.1726 0.530 -0.617 1.636 -0.198
C -0.0942 -2.8208 2.2840 0.239 -0.022 -0.060 0.294
C 0.3381 -3.2441 3.5312 -0.036 -0.053 0.279 -0.235
C 1.6887 -3.4725 3.7270 -0.028 0.006 0.014 -0.185
C 2.5570 -3.2743 2.6663 0.027 0.050 -0.033 -0.248
C 2.0294 -2.8441 1.4556 -0.228 0.149 -0.051 0.047
N 0.7293 -2.6109 1.2654 0.048 -0.323 -0.103 -0.399
H -7.0562 -1.2603 0.4879 -0.011 -0.011 0.006 0.206
H -6.3093 -2.4526 2.5297 -0.023 0.008 0.012 0.204
H -3.8962 -2.9184 2.8781 -0.012 0.011 -0.017 0.225
H -2.9795 -1.1090 -0.8736 -0.142 -0.043 0.129 0.251
H -5.3996 -0.5868 -1.2250 0.008 -0.024 0.032 0.224
H -0.3935 -3.3859 4.3168 0.045 0.003 -0.024 0.223
H 2.0563 -3.8019 4.6898 0.004 -0.008 0.029 0.210
H 3.6232 -3.4359 2.7691 -0.054 -0.003 -0.020 0.214
H 2.6738 -2.6551 0.6011 -0.082 0.002 0.081 0.214
C 3.0837 -1.6165 -2.8332 0.114 0.196 0.027 -0.669
C 3.7514 -1.0327 -1.6279 -0.023 0.022 0.090 0.357
N 3.1409 -0.4842 -0.6066 0.170 -0.250 0.231 -0.448
C 4.1278 -0.1099 0.2886 -0.192 0.124 -0.168 -0.096
C 5.3551 -0.4215 -0.2119 -0.107 -0.101 -0.098 -0.120
N 5.1046 -1.0159 -1.4364 -0.032 0.065 0.113 -0.540
H 2.0107 -1.6954 -2.6319 0.191 0.135 -0.028 0.278
H 3.4669 -2.6146 -3.0657 -0.030 0.153 0.033 0.221
H 3.2296 -0.9827 -3.7138 0.011 0.004 0.061 0.215
H 3.8842 0.3890 1.2204 0.041 -0.094 -0.217 0.221
H 6.3537 -0.2818 0.1691 -0.072 -0.004 -0.043 0.207
H 5.7914 -1.3607 -2.0786 0.064 -0.038 -0.074 0.405
N -0.5584 -1.4828 -1.9728 0.013 -0.221 -0.387 -0.868
C -0.8830 -2.5257 -2.5851 0.004 0.016 0.163 0.160
C 0.1528 -3.5436 -3.0496 -0.171 0.078 0.029 -0.087
C 0.2113 -3.9772 -4.3728 0.014 -0.094 0.038 -0.157
C 1.2366 -4.8162 -4.8009 -0.001 0.069 0.076 -0.241
C 2.2019 -5.2533 -3.8994 -0.062 0.016 0.001 -0.241
C 2.1404 -4.8366 -2.5735 -0.168 -0.043 0.010 -0.230
C 1.1285 -3.9796 -2.1565 -0.010 -0.158 0.070 -0.200
C -2.3354 -2.8694 -2.9064 0.186 -0.029 -0.005 0.008
C -3.1945 -1.8620 -3.3419 -0.073 0.022 -0.043 -0.225
C -4.5411 -2.1229 -3.5656 0.086 -0.056 -0.006 -0.213
C -5.0544 -3.3959 -3.3320 0.071 0.022 0.010 -0.235
C -4.2081 -4.4068 -2.8912 0.072 0.099 -0.002 -0.221
C -2.8536 -4.1474 -2.6976 -0.001 0.057 -0.061 -0.227
H -0.5526 -3.6459 -5.0705 0.051 -0.028 0.019 0.204
H 1.2859 -5.1276 -5.8386 -0.020 0.002 0.028 0.201
H 2.9949 -5.9173 -4.2278 -0.040 0.043 0.010 0.201
H 2.8898 -5.1757 -1.8654 -0.029 0.017 -0.006 0.203
H 1.0875 -3.6091 -1.1352 -0.025 -0.021 -0.082 0.243
H -2.7892 -0.8615 -3.4726 -0.036 -0.078 0.018 0.228
H -5.1976 -1.3293 -3.9093 0.053 -0.036 0.019 0.205
H -6.1098 -3.5959 -3.4863 0.067 0.012 0.010 0.202
H -4.6049 -5.3966 -2.6924 0.029 0.032 -0.017 0.202
H -2.1877 -4.9390 -2.3663 -0.048 0.033 -0.004 0.212
```
Forces are in eV/Å.

The calculation puts the LUMO energy at 1.9 eV. For the electronic energy, the calculation gives -2697.72901 a.u. Its total charge is -1. The spin multiplicity is 1. As for the HOMO-LUMO gap: 5.488 eV.

=====

Entry 2:
Molecular formula: C50H52ClN4O4STi
Method: DFT, ωB97M-V with the def2-TZVPD basis set

Structure (XYZ):
```
113
Properties=species:S:1:pos:R:3:forces:R:3:lowdin_charge:R:1
Ti 0.7267 -0.3918 -0.5337 -0.001 -0.019 0.263 1.121
C -2.1702 5.3819 -1.6386 0.014 -0.011 0.000 -0.087
C -1.8034 4.7996 -0.2706 -0.025 0.006 0.016 -0.189
C -0.6955 3.7989 -0.3474 0.021 0.003 0.021 -0.120
C 0.6201 3.9695 -0.0733 -0.025 0.018 -0.025 -0.117
C 1.3237 5.2010 0.3984 0.006 -0.001 0.043 -0.188
C 1.9602 6.0001 -0.7411 -0.011 -0.012 -0.025 -0.087
C 1.2614 2.7098 -0.3753 0.011 -0.070 -0.016 -0.222
C 2.6168 2.5093 -0.2931 0.051 0.004 -0.010 0.062
C 3.2732 1.3910 -0.7774 -0.063 0.023 0.071 -0.221
C 4.7007 1.3028 -0.9416 0.082 -0.130 -0.075 -0.122
C 5.6889 2.2925 -0.4131 -0.010 0.005 -0.018 -0.191
C 5.9016 2.1406 1.0959 0.005 0.004 0.003 -0.080
C 4.9356 0.1417 -1.6163 0.002 0.169 0.110 -0.127
C 3.6522 -0.4768 -1.8116 -0.090 -0.122 -0.034 -0.278
C 3.4684 -1.7098 -2.4023 0.027 0.044 -0.003 0.014
C 2.2625 -2.3683 -2.5218 0.067 0.003 0.069 -0.281
N 1.0594 -1.8687 -2.1113 -0.086 -0.030 -0.036 0.029
C 0.1523 -2.8456 -2.3906 -0.025 -0.028 -0.018 -0.223
C -1.2210 -2.6999 -2.2936 0.000 0.010 -0.019 0.057
C -1.8603 -1.5235 -1.9832 0.032 -0.024 -0.034 -0.226
N -1.2319 -0.3661 -1.6026 -0.065 0.025 -0.005 0.076
C -2.2307 0.5517 -1.4854 0.021 -0.032 0.005 -0.223
C -2.0594 1.8615 -1.0997 0.024 0.038 0.003 0.054
C -0.8435 2.4250 -0.7827 -0.039 -0.051 -0.009 -0.203
N 0.3543 1.7785 -0.8011 0.003 0.184 -0.034 0.068
C -3.5209 -0.0327 -1.7812 0.012 0.009 -0.013 -0.124
C -3.2910 -1.3343 -2.0814 0.023 0.017 0.013 -0.119
C -4.2806 -2.4123 -2.3929 -0.013 -0.017 -0.001 -0.188
C -4.5861 -3.2796 -1.1677 -0.009 0.010 -0.013 -0.077
C -4.8213 0.7054 -1.7564 -0.027 -0.005 0.000 -0.191
C -5.0302 1.5853 -2.9920 0.006 -0.016 0.000 -0.090
C 0.7994 -4.0170 -2.9286 0.018 0.023 0.043 -0.122
C 2.1214 -3.7089 -3.0269 -0.029 -0.008 -0.016 -0.129
C 3.2583 -4.5872 -3.4418 -0.004 -0.006 -0.016 -0.192
C 3.9202 -5.2566 -2.2329 0.000 -0.004 -0.008 -0.079
C 0.1132 -5.3077 -3.2451 0.013 -0.001 -0.012 -0.188
C -0.3001 -6.0728 -1.9845 0.004 -0.026 0.020 -0.082
N 2.6521 0.2880 -1.2753 0.054 0.016 -0.151 0.022
C 6.2480 -0.4564 -2.0079 0.000 0.002 -0.040 -0.193
C 6.7504 -1.4741 -0.9809 0.018 -0.013 0.010 -0.079
H -2.9957 6.0921 -1.5601 -0.004 0.002 0.004 0.067
H -2.4636 4.5888 -2.3282 -0.004 0.006 -0.008 0.064
H -1.3149 5.8979 -2.0778 0.002 -0.001 -0.004 0.065
H -2.6874 4.3382 0.1774 0.004 -0.003 0.007 0.109
H -1.5105 5.6085 0.4026 0.000 0.001 -0.004 0.102
H 2.0901 4.9246 1.1268 -0.005 0.000 0.002 0.111
H 0.6131 5.8342 0.9348 0.006 0.004 -0.005 0.103
H 2.6786 5.3880 -1.2887 0.002 0.005 0.001 0.069
H 2.4779 6.8836 -0.3627 0.006 0.006 -0.001 0.067
H 1.2001 6.3271 -1.4530 0.001 0.003 0.001 0.064
H 3.2233 3.3213 0.0856 0.003 -0.002 0.000 0.109
H 5.3528 3.3099 -0.6341 0.000 0.000 0.001 0.103
H 6.6417 2.1666 -0.9333 0.002 0.004 0.006 0.100
H 4.9591 2.2494 1.6340 -0.001 0.001 0.002 0.076
H 6.6052 2.8860 1.4721 0.000 -0.001 0.005 0.067
H 6.2919 1.1490 1.3286 -0.004 -0.003 0.003 0.069
H 4.3511 -2.2213 -2.7640 -0.004 0.006 -0.005 0.108
H -1.8333 -3.5488 -2.5701 -0.007 0.006 0.002 0.110
H -2.9389 2.4852 -1.0173 -0.010 -0.012 0.000 0.105
H -3.9029 -3.0419 -3.2033 0.004 0.008 -0.002 0.106
H -5.2038 -1.9628 -2.7669 -0.001 0.005 0.011 0.102
H -3.6769 -3.7438 -0.7818 0.002 -0.008 0.010 0.062
H -5.3018 -4.0682 -1.4086 -0.004 -0.003 0.000 0.070
H -4.9987 -2.6714 -0.3611 -0.001 -0.001 -0.004 0.077
H -4.8750 1.3179 -0.8522 0.002 0.001 -0.005 0.112
H -5.6403 -0.0139 -1.6822 0.003 -0.003 0.010 0.103
H -4.2242 2.3136 -3.0922 0.001 0.002 -0.001 0.062
H -5.9769 2.1265 -2.9381 -0.003 0.000 0.000 0.066
H -5.0339 0.9756 -3.8973 0.000 0.003 -0.004 0.075
H 3.9998 -4.0010 -3.9909 0.003 -0.002 -0.001 0.103
H 2.9017 -5.3522 -4.1360 -0.001 0.003 -0.003 0.100
H 4.2294 -4.5095 -1.5003 -0.003 0.006 0.003 0.066
H 4.7927 -5.8427 -2.5297 -0.001 -0.002 -0.004 0.067
H 3.2130 -5.9209 -1.7337 0.001 0.002 0.010 0.069
H 0.7809 -5.9329 -3.8427 -0.002 0.008 -0.008 0.100
H -0.7674 -5.1200 -3.8671 -0.011 -0.009 0.010 0.108
H 0.5703 -6.2628 -1.3539 0.000 -0.004 0.000 0.073
H -0.7590 -7.0309 -2.2374 -0.007 -0.002 0.003 0.069
H -1.0120 -5.5000 -1.3880 0.003 0.018 -0.016 0.055
H 6.9884 0.3386 -2.1283 0.003 -0.008 0.003 0.100
H 6.1578 -0.9375 -2.9859 0.005 0.004 0.001 0.105
H 6.9041 -0.9963 -0.0124 -0.003 -0.001 0.003 0.069
H 7.6948 -1.9201 -1.3001 0.002 -0.007 0.011 0.067
H 6.0198 -2.2708 -0.8327 -0.012 0.010 0.002 0.067
O 1.3262 1.0175 3.2781 0.002 -0.017 0.048 0.078
C 1.1812 0.1243 2.4662 0.024 0.051 -0.154 -0.534
O 1.0149 0.3786 1.1886 -0.076 -0.091 -0.056 -0.177
C 1.1612 -1.3108 2.8917 -0.003 0.044 0.048 -0.163
C 0.5912 -1.5959 4.1282 0.003 -0.102 0.029 -0.025
C 0.5542 -2.8935 4.6126 -0.009 0.058 -0.008 -0.099
C 1.1216 -3.9105 3.8543 0.000 -0.034 0.016 -0.107
C 1.6905 -3.6326 2.6240 0.018 -0.026 -0.025 -0.133
C 1.7122 -2.3328 2.1072 -0.029 0.095 -0.036 -0.574
S 2.4279 -2.0427 0.5349 0.067 -0.073 0.104 0.806
H 0.1799 -0.7757 4.7023 0.005 0.019 -0.015 0.116
H 0.0922 -3.1102 5.5676 0.000 0.001 0.002 0.090
H 1.1042 -4.9312 4.2196 0.006 -0.006 -0.015 0.094
H 2.1151 -4.4271 2.0216 -0.004 -0.011 0.008 0.091
Cl -4.2348 -6.5338 2.9404 0.017 0.023 -0.011 0.621
C -3.4068 -5.0826 2.4209 -0.009 -0.024 0.012 -0.667
C -2.2207 -5.1961 1.7160 0.015 -0.005 -0.013 -0.102
C -1.5754 -4.0404 1.3019 -0.007 -0.001 0.006 -0.017
C -2.1150 -2.7922 1.5891 -0.052 -0.009 -0.014 -0.114
C -3.2994 -2.7017 2.3077 0.041 -0.037 -0.012 -0.014
C -3.9546 -3.8484 2.7284 -0.042 0.027 0.024 -0.109
C -1.4511 -1.5351 1.0865 0.136 -0.044 -0.123 -0.558
O -1.9226 -0.4336 1.3234 -0.074 -0.036 0.080 0.084
O -0.3906 -1.7790 0.3881 0.005 0.171 0.003 -0.209
H -1.8096 -6.1727 1.4975 -0.008 -0.006 0.005 0.102
H -0.6449 -4.0895 0.7509 0.005 0.008 0.004 0.116
H -3.6969 -1.7179 2.5210 0.003 0.008 -0.001 0.120
H -4.8798 -3.7923 3.2859 0.001 -0.007 -0.002 0.099
```
Forces are in eV/Å.

The calculation puts the LUMO energy at 1.6 eV. The value obtained for the energy above the lowest of the compared OMol25 structures with the same formula, charge and spin is 0.00 kJ/mol. For the electronic energy, the calculation gives -4164.70536 a.u. Its total charge is -1. The spin multiplicity is 1. As for the HOMO-LUMO gap: 5.724 eV.

=====

Question: Which of these has the lowest LUMO?
Answer: C50H52ClN4O4STi